1.
DFT (the ωB97M-V functional and the def2-TZVPD basis) results for a molecular structure, C62H44F3N6PdSb at a distorted geometry.

Geometry as XYZ:
```
117
Properties=species:S:1:pos:R:3:mulliken_charge:R:1
Pd -0.301 -0.653 1.473 0.6301
C 6.315 0.203 5.112 -0.5442
C 6.354 -0.808 4.162 -1.1420
C 5.246 -1.079 3.383 0.0621
C 4.076 -0.333 3.538 0.1579
C 4.047 0.679 4.510 -0.3884
C 5.158 0.948 5.283 -0.9634
C 2.873 -0.517 2.723 1.4760
C 2.330 0.658 2.171 -0.0820
C 3.038 1.899 2.046 -1.1027
C 2.192 2.792 1.468 -2.0899
C 0.951 2.111 1.227 0.3734
C -0.286 2.665 0.792 1.0950
C -0.432 3.836 -0.013 1.6534
C -1.721 4.336 -0.315 -0.8660
C -1.888 5.501 -1.022 -1.0205
C -0.786 6.211 -1.484 -0.4482
C 0.486 5.689 -1.287 -1.2197
C 0.662 4.513 -0.597 -0.1452
C -1.484 2.059 1.377 -0.4758
N -1.778 0.744 1.343 0.7842
C -3.009 0.588 1.959 -0.2418
C -3.648 -0.659 2.145 1.3939
C -4.881 -0.712 2.928 -0.1033
C -4.875 -1.527 4.070 -0.2900
C -5.939 -1.507 4.947 -0.8994
C -7.034 -0.691 4.695 -0.4235
C -7.066 0.091 3.548 -0.7913
C -5.999 0.085 2.672 -0.3236
C -3.050 -1.876 1.780 -0.3606
C -3.737 -3.141 1.669 -1.4603
C -2.800 -4.082 1.404 -1.3152
C -1.520 -3.411 1.418 0.5588
N -1.719 -2.071 1.558 0.3895
C -0.286 -4.045 1.540 0.5298
C 0.883 -3.374 1.968 0.7527
C 2.011 -4.026 2.556 -1.6418
C 2.867 -3.049 2.966 -1.4634
C 2.294 -1.797 2.573 0.0515
N 1.083 -2.030 1.979 0.8159
C -0.211 -5.511 1.364 -0.9560
C -0.427 -6.396 2.416 -0.0101
C -0.327 -7.759 2.205 -0.8094
C 0.000 -8.251 0.951 -0.5799
C 0.205 -7.373 -0.102 -1.1365
C 0.090 -6.012 0.102 1.0163
C -3.475 1.859 2.390 -0.4313
C -2.513 2.776 2.055 -1.9105
N 1.075 0.822 1.646 0.4217
H 7.182 0.404 5.716 0.4347
H 7.255 -1.382 4.017 0.4705
H 5.308 -1.832 2.612 0.3843
H 3.127 1.223 4.672 0.5622
H 5.120 1.740 6.014 0.4471
H 4.056 2.061 2.338 0.8692
H 2.390 3.827 1.292 0.8388
H -2.591 3.782 0.009 0.5109
H -2.884 5.869 -1.210 0.4637
H -0.917 7.140 -2.014 0.4392
H 1.346 6.209 -1.679 0.4716
H 1.652 4.097 -0.524 0.5729
H -3.994 -2.113 4.300 0.5066
H -5.903 -2.111 5.841 0.4110
H -7.852 -0.657 5.397 0.4282
H -7.920 0.718 3.346 0.4072
H -6.034 0.683 1.775 0.5943
H -4.800 -3.258 1.759 0.7724
H -2.931 -5.135 1.245 0.7733
H 2.113 -5.084 2.680 0.6793
H 3.799 -3.167 3.477 0.8249
H -0.687 -6.011 3.390 0.5569
H -0.501 -8.438 3.026 0.4586
H 0.076 -9.315 0.792 0.4395
H 0.454 -7.744 -1.084 0.5124
H 0.208 -5.327 -0.724 -0.3657
H -4.397 2.051 2.904 0.7922
H -2.492 3.821 2.291 0.7600
N -0.046 1.834 -2.284 -0.3501
N -0.712 0.661 -1.801 -0.2230
H 0.192 1.703 -3.266 0.3764
H 0.817 1.964 -1.759 0.0162
H -1.542 0.534 -2.384 0.3296
H -1.037 0.863 -0.845 -0.1452
F 6.430 -4.474 0.541 -0.3741
C 5.333 -3.789 0.213 0.2543
C 4.155 -4.471 -0.041 -0.8951
C 3.024 -3.745 -0.369 -0.5728
C 3.066 -2.360 -0.443 0.6489
C 4.247 -1.691 -0.144 -0.4866
C 5.394 -2.403 0.164 -1.2260
Sb 1.307 -1.255 -1.093 1.7121
C 2.103 -0.745 -3.050 0.4649
C 3.471 -0.726 -3.265 -0.5267
C 3.976 -0.641 -4.548 -0.6249
C 3.090 -0.543 -5.608 0.0529
F 3.567 -0.465 -6.849 -0.3220
C 1.717 -0.523 -5.409 -0.7018
C 1.229 -0.631 -4.121 -0.3713
C 0.149 -2.850 -1.955 0.6900
C -1.198 -2.988 -1.665 -0.8127
C -1.936 -4.001 -2.252 -0.3851
C -1.308 -4.843 -3.155 0.0211
F -2.008 -5.825 -3.723 -0.3686
C 0.028 -4.691 -3.491 -0.8029
C 0.759 -3.692 -2.877 -0.4981
H 4.133 -5.549 0.016 0.6337
H 2.100 -4.267 -0.569 0.2681
H 4.283 -0.608 -0.142 0.6710
H 6.333 -1.904 0.356 0.5012
H 4.156 -0.815 -2.437 0.2831
H 5.038 -0.664 -4.736 0.5149
H 1.055 -0.444 -6.255 0.4861
H 0.162 -0.676 -3.954 0.5588
H -1.675 -2.296 -0.980 0.2000
H -2.981 -4.143 -2.029 0.5605
H 0.474 -5.348 -4.220 0.5208
H 1.805 -3.569 -3.123 0.3800
```

Summary:
- ΔE to the lowest compared entry with this formula, charge and spin (kcal/mol) = 2.6
- gap between HOMO and LUMO (spin up / spin down) (eV) = 3.56 / 3.55
- total charge = +2
- LUMO level (spin up / spin down) (hartree) = -0.3062 / -0.3061
- molecular weight (g/mol) = 1158.2
- calculated total energy (hartree) = -3384.72093

---

2.
DFT (the ωB97M-V functional and the def2-TZVPD basis) results for a molecular structure, C62H50N5O6STeV at a distorted geometry.

Geometry as XYZ:
```
126
Properties=species:S:1:pos:R:3:lowdin_spin:R:1
V 0.160 0.350 2.052 0.8024
C -0.812 4.718 1.979 0.0002
O -1.334 4.731 3.301 -0.0001
C -1.684 3.582 3.970 0.0000
C -2.613 3.807 4.979 0.0027
C -3.045 2.785 5.812 -0.0004
C -2.496 1.530 5.674 0.0030
C -1.533 1.272 4.691 0.0003
C -0.806 0.030 4.737 0.0027
N 0.085 -0.272 3.838 0.0020
N 0.978 -1.265 4.030 0.0247
C 1.939 -1.119 3.126 0.0026
O 1.968 -0.072 2.369 -0.0093
C 2.981 -2.149 3.028 0.0000
C 3.002 -3.246 3.885 0.0000
C 3.978 -4.216 3.741 0.0000
C 4.938 -4.102 2.744 -0.0002
C 4.916 -3.011 1.886 0.0000
C 3.933 -2.045 2.016 -0.0003
C -1.150 2.286 3.760 0.0081
O -0.316 2.017 2.770 0.0235
H -1.422 5.397 1.377 0.0000
H -0.833 3.730 1.537 0.0000
H 0.215 5.096 1.993 0.0000
H -2.974 4.820 5.102 0.0002
H -3.788 2.984 6.574 -0.0001
H -2.787 0.723 6.337 0.0001
H -0.923 -0.619 5.601 0.0004
H 2.242 -3.326 4.648 0.0001
H 3.997 -5.071 4.406 0.0000
H 5.692 -4.871 2.629 0.0000
H 5.666 -2.923 1.110 0.0000
H 3.874 -1.208 1.333 -0.0001
C 3.122 -3.318 -4.381 0.0000
C 2.482 -2.834 -3.105 0.0000
C 2.334 -3.641 -2.003 0.0000
C 1.792 -3.199 -0.782 0.0002
C 1.633 -4.140 0.335 0.0001
O 0.841 -3.982 1.251 0.0001
C 2.457 -5.407 0.335 0.0000
C 3.792 -5.452 -0.060 0.0000
C 4.502 -6.641 -0.008 0.0000
C 3.884 -7.805 0.427 0.0000
C 2.556 -7.770 0.826 0.0000
C 1.855 -6.574 0.793 0.0000
C 1.338 -1.834 -0.646 0.0006
O 0.877 -1.329 0.425 0.0072
C 1.463 -1.044 -1.847 0.0002
C 2.008 -1.519 -3.010 0.0000
C 0.847 0.297 -1.770 0.0000
N -0.403 0.441 -1.883 -0.0001
C -1.185 -0.784 -1.983 0.0001
C -1.424 -1.334 -3.396 0.0000
Te -2.240 0.051 -4.849 0.0000
C -0.387 0.677 -5.685 0.0000
C 0.108 1.948 -5.438 0.0000
C 1.285 2.370 -6.041 0.0000
C 1.983 1.517 -6.884 0.0000
C 1.505 0.234 -7.110 0.0000
C 0.322 -0.183 -6.518 0.0000
C 1.765 1.408 -1.383 -0.0003
C 1.548 2.093 -0.174 -0.0004
C 2.465 3.035 0.270 -0.0004
C 3.609 3.299 -0.466 0.0001
C 3.848 2.600 -1.640 -0.0005
C 2.941 1.656 -2.088 0.0001
H 3.327 -4.388 -4.335 0.0000
H 4.069 -2.800 -4.553 0.0000
H 2.483 -3.125 -5.246 0.0000
H 2.620 -4.680 -2.093 0.0000
H 4.276 -4.547 -0.398 0.0000
H 5.541 -6.664 -0.314 0.0000
H 4.438 -8.735 0.462 0.0000
H 2.067 -8.677 1.159 0.0000
H 0.825 -6.528 1.123 0.0000
H 2.025 -0.886 -3.894 0.0000
H -2.150 -0.561 -1.518 0.0000
H -0.720 -1.579 -1.396 0.0000
H -2.136 -2.156 -3.329 0.0000
H -0.491 -1.706 -3.819 0.0000
H -0.419 2.608 -4.765 0.0000
H 1.656 3.366 -5.837 0.0000
H 2.895 1.850 -7.364 0.0000
H 2.046 -0.443 -7.759 0.0000
H -0.052 -1.182 -6.707 0.0000
H 0.679 1.873 0.454 0.0000
H 2.283 3.553 1.203 0.0000
H 4.323 4.036 -0.118 0.0000
H 4.760 2.773 -2.200 0.0000
H 3.143 1.105 -2.996 0.0000
N -5.669 -3.751 3.504 0.0205
C -4.798 -3.084 3.151 0.0074
C -3.722 -2.270 2.724 0.0352
C -2.474 -2.823 2.379 0.0048
C -1.469 -2.004 1.935 0.0227
N -1.580 -0.655 1.837 0.0152
C -2.773 -0.129 2.197 0.0226
C -3.846 -0.878 2.618 -0.0020
H -2.307 -3.888 2.448 -0.0002
H -0.516 -2.430 1.648 0.0016
H -2.865 0.943 2.109 0.0009
H -4.784 -0.392 2.854 -0.0008
O -1.691 2.107 0.449 0.0014
S -2.596 2.274 -0.708 0.0002
C -2.260 3.941 -1.355 0.0000
C -0.966 4.423 -1.231 0.0000
C -0.630 5.648 -1.788 0.0000
C -1.576 6.372 -2.498 0.0000
C -2.867 5.878 -2.631 0.0000
C -3.214 4.663 -2.061 0.0000
C -4.189 2.713 0.059 0.0002
C -4.204 3.195 1.358 0.0001
C -5.415 3.402 1.998 0.0000
C -6.605 3.129 1.336 0.0000
C -6.586 2.656 0.032 0.0000
C -5.374 2.436 -0.608 0.0001
H -0.226 3.833 -0.705 0.0000
H 0.377 6.031 -1.678 0.0000
H -1.311 7.319 -2.951 0.0000
H -3.606 6.440 -3.188 0.0000
H -4.224 4.290 -2.161 0.0000
H -3.263 3.388 1.860 0.0000
H -5.425 3.770 3.016 0.0000
H -7.551 3.275 1.842 0.0000
H -7.515 2.448 -0.483 0.0000
H -5.343 2.046 -1.620 0.0000
```

Summary:
- multiplicity = 2
- gap between HOMO and LUMO (spin up / spin down) (eV) = 4.83 / 5.06
- total charge = -1
- LUMO level (spin up / spin down) (hartree) = 0.0697 / 0.0697
- molecular weight (g/mol) = 1171.7
- calculated total energy (hartree) = -4728.08018

---

3.
DFT (the ωB97M-V functional and the def2-TZVPD basis) results for 7 unconnected molecules or ions with the total composition C62H62Br2ClF2IN5O16 at a distorted geometry.

Geometry as XYZ:
```
151
Properties=species:S:1:pos:R:3:mulliken_charge:R:1
C 3.070 0.569 -0.495 -0.5116
O 2.800 -0.434 0.586 -0.0279
C 3.360 -1.689 0.061 -0.8737
C 2.748 -3.050 0.820 0.6332
F 1.300 -2.996 0.374 -0.4405
N 2.617 -2.857 2.347 1.1854
C 3.891 -2.345 2.941 -0.7808
C 2.096 -4.164 2.970 -0.5314
N 1.784 -4.277 4.335 0.6701
C 1.327 -5.541 5.042 -1.0838
C -0.270 -5.471 5.539 0.1420
C -0.881 -6.938 5.956 -0.5827
Cl -1.152 -8.101 4.533 -0.1981
C 1.826 -3.084 5.311 -0.6441
O 0.816 -2.142 4.822 0.0733
C 1.326 -0.805 4.547 0.1972
C 2.400 0.076 5.410 -0.7461
C 2.848 1.603 4.897 0.5655
C 3.963 2.533 5.721 -1.0502
C 2.240 2.305 3.519 -0.6336
C 1.121 1.445 2.681 -0.4973
C 0.693 -0.054 3.191 0.4667
C -0.452 -0.898 2.310 1.5362
C -0.666 -0.307 0.795 -0.9333
C -1.879 -0.975 3.181 -0.8870
N 1.781 -5.414 2.190 -0.4648
I -0.299 -5.611 1.886 0.2122
C 2.458 -5.644 0.902 0.0885
Br 3.591 -7.330 1.231 0.0292
C 1.477 -6.193 -0.339 -0.5825
O 1.288 -7.532 -0.533 -0.5290
N 0.777 -5.349 -1.379 0.2763
C -0.565 -5.917 -1.791 0.4568
O -0.730 -6.898 -2.720 -0.4435
F -1.823 -5.360 -1.204 -0.2120
C 3.506 -4.440 0.394 1.2526
N 4.807 -4.744 1.092 -0.3565
C 3.849 -4.552 -1.229 -0.7748
C 5.241 -3.862 -1.710 -0.4724
C 5.099 -3.164 -3.204 -0.6323
Br 5.418 -4.513 -4.682 -0.1846
H 2.138 0.580 -1.240 0.1527
H 4.064 0.358 -1.079 0.2522
H 3.146 1.634 -0.006 0.2475
H 3.211 -1.820 -1.114 0.3534
H 4.544 -1.657 0.210 -0.0959
H 4.179 -3.104 3.819 0.4458
H 3.810 -1.233 3.369 -0.0635
H 4.840 -2.344 2.259 0.3065
H 1.931 -5.544 6.074 0.4247
H 1.606 -6.546 4.525 0.3276
H -0.946 -4.859 4.790 0.0942
H -0.248 -4.828 6.540 0.2540
H -0.153 -7.481 6.715 0.3614
H -1.957 -6.740 6.429 0.1962
H 2.890 -2.656 5.497 0.2449
H 1.439 -3.397 6.399 0.3182
H 2.877 -0.385 6.383 0.2088
H 4.931 2.586 5.037 0.2642
H 3.547 3.643 5.819 0.3017
H 4.260 2.056 6.749 0.3103
H 2.567 3.364 3.135 0.2797
H 0.671 1.965 1.710 0.1470
H -0.051 -2.022 2.316 -0.8582
H -0.972 0.827 0.819 0.3332
H 0.241 -0.549 0.093 -0.1088
H -1.613 -0.883 0.351 0.3746
H -1.837 -1.952 3.865 0.0820
H -2.767 -1.121 2.428 0.3307
H -2.012 -0.073 3.917 0.2552
H 1.321 -5.275 -2.276 0.2776
H 4.693 -4.845 2.146 0.3646
H 5.519 -3.986 1.012 0.3037
H 2.971 -3.944 -1.765 0.1463
H 3.894 -5.683 -1.607 0.3418
H 5.709 -3.082 -0.965 0.0220
H 6.038 -4.740 -1.842 0.5906
H 4.000 -2.760 -3.284 0.2974
H 5.844 -2.262 -3.287 0.3144
C 9.288 -2.392 -1.160 -0.1721
C 10.585 -2.068 -1.190 -0.4838
C 11.025 -0.702 -1.536 0.3041
O 12.212 -0.406 -1.566 -0.5283
C 9.979 0.291 -1.847 -0.4200
C 8.682 -0.032 -1.817 -0.3486
C 8.241 -1.398 -1.470 0.1711
O 7.055 -1.695 -1.440 -0.2909
H 8.948 -3.389 -0.908 0.4472
H 11.364 -2.785 -0.964 0.4191
H 10.319 1.289 -2.098 0.4121
H 7.902 0.685 -2.042 0.4139
C -0.679 0.620 -2.921 -0.2407
C -1.920 0.408 -3.371 -0.4879
C -2.799 1.532 -3.749 0.3510
O -3.935 1.340 -4.160 -0.5809
C -2.254 2.898 -3.613 -0.4443
C -1.014 3.109 -3.162 -0.3910
C -0.134 1.985 -2.784 0.4922
O 1.002 2.177 -2.374 -0.5760
H -0.021 -0.193 -2.639 0.4421
H -2.334 -0.587 -3.478 0.4562
H -2.912 3.710 -3.895 0.5270
H -0.600 4.104 -3.056 0.4439
C -3.459 -3.574 7.412 -0.0720
C -4.471 -2.706 7.508 -0.4700
C -5.523 -2.865 8.532 0.3041
O -6.450 -2.073 8.619 -0.5272
C -5.412 -4.020 9.446 -0.4278
C -4.400 -4.887 9.350 -0.4354
C -3.348 -4.728 8.327 0.4108
O -2.421 -5.521 8.239 -0.5491
H -2.680 -3.472 6.667 0.4548
H -4.566 -1.854 6.846 0.4438
H -6.191 -4.122 10.192 0.4147
H -4.305 -5.739 10.013 0.4273
C -5.983 6.206 -0.491 -0.4707
C -5.058 5.264 -0.285 -0.4718
C -5.058 4.008 -1.061 0.3878
O -4.213 3.144 -0.872 -0.5361
C -6.117 3.835 -2.075 -0.1857
C -7.042 4.778 -2.281 -0.2279
C -7.043 6.033 -1.505 0.4923
O -7.887 6.898 -1.694 -0.6148
H -5.998 7.133 0.070 0.4355
H -4.274 5.376 0.454 0.4130
H -6.102 2.909 -2.636 0.4109
H -7.826 4.666 -3.020 0.3789
C -7.314 8.392 -4.465 0.0165
C -7.304 9.650 -4.916 -0.5305
C -7.477 9.952 -6.350 0.2506
O -7.466 11.103 -6.763 -0.5657
C -7.661 8.810 -7.268 -0.3220
C -7.671 7.551 -6.818 -0.5238
C -7.498 7.250 -5.383 0.5364
O -7.509 6.098 -4.970 -0.4887
H -7.188 8.153 -3.416 0.2525
H -7.171 10.499 -4.255 0.4346
H -7.787 9.049 -8.317 0.4696
H -7.804 6.703 -7.478 0.4513
C -3.633 5.865 -9.019 -0.4087
C -2.336 6.189 -9.049 -0.3231
C -1.895 7.554 -9.396 0.3301
O -0.709 7.851 -9.426 -0.5481
C -2.942 8.548 -9.706 -0.3700
C -4.239 8.224 -9.676 -0.2780
C -4.679 6.859 -9.330 0.4866
O -5.866 6.562 -9.300 -0.5503
H -3.973 4.868 -8.768 0.4325
H -1.556 5.471 -8.824 0.4139
H -2.602 9.545 -9.958 0.4112
H -5.019 8.942 -9.902 0.4133
```

Summary:
- gap between HOMO and LUMO (eV) = 5.59
- total charge = +1
- LUMO level (hartree) = -0.1703
- molecular weight (g/mol) = 1493.4
- calculated total energy (hartree) = -9981.77478

---

Q: Number 1 is which compound?
A: C62H44F3N6PdSb

---

Q: Among the records above, which one has the lowest total charge?
A: C62H50N5O6STeV

---

Q: The lowest total charge belongs to which entry?
A: C62H50N5O6STeV

---

Q: Among the records above, which one has the lowest total charge?
A: C62H50N5O6STeV